Density functional theory data (ωB97M-V with the def2-TZVPD basis set) for a molecular structure, C4H7N3 in a non-equilibrium geometry.

* 2S+1: 1
* energy relative to the best compared isomer or geometry (same formula, charge and spin): 122.8 kcal/mol
* HOMO-LUMO gap: 9.44 eV

Last column: Mulliken charge in e.
Element x y z (Å)
C  0.235  1.030  0.253  0.34
C  -0.957  0.288  0.198  0.63
C  1.937  -0.773  -0.113  -0.98
C  1.643  0.726  0.129  -0.41
N  -0.829  1.711  0.081  -0.54
N  -1.634  -0.749  0.174  -0.46
N  -3.503  -0.466  0.136  -0.50
H  2.729  -1.013  -0.886  0.29
H  1.015  -1.202  -0.395  0.31
H  2.237  -1.163  0.870  0.27
H  2.218  1.367  -0.563  0.33
H  2.261  0.868  1.045  0.24
H  -3.832  -1.113  -0.583  0.24
H  -3.519  0.490  -0.346  0.24

---

Density functional theory data (ωB97M-V with the def2-TZVPD basis set) for a molecular structure, C31H75Li3N5O13 in a non-equilibrium geometry.

* 2S+1: 1
* energy relative to the best compared isomer or geometry (same formula, charge and spin): 91.7 kcal/mol
* charge: +1
* HOMO-LUMO gap: 8.66 eV

Last column: Mulliken charge in e.
Element x y z (Å)
Li  3.344  0.902  0.265  0.81
Li  -0.521  1.850  0.684  0.82
Li  1.637  0.057  3.612  0.88
C  1.176  0.296  1.228  1.20
O  0.318  0.622  2.042  -1.32
O  1.187  0.735  0.062  -1.91
O  2.214  -0.110  1.718  -1.06
C  3.177  2.616  4.096  -0.82
O  2.065  1.801  4.351  0.20
C  1.520  2.022  5.635  -0.78
C  0.283  1.145  5.780  -0.78
N  0.457  -0.199  5.287  -0.15
C  -0.803  -0.826  5.037  -0.29
C  -0.627  -2.237  4.459  -0.41
O  -0.099  -3.126  5.478  -0.43
C  -0.091  -4.554  5.195  -0.71
H  3.904  2.618  4.909  0.33
H  2.934  3.651  3.854  0.31
H  3.575  2.110  3.217  0.09
H  1.247  3.077  5.648  0.43
H  2.234  1.927  6.453  0.53
H  -0.547  1.682  5.323  0.22
H  -0.162  1.114  6.775  0.58
H  0.931  -0.651  6.056  0.21
H  -1.343  -0.306  4.246  -0.08
H  -1.304  -0.888  6.003  0.56
H  0.059  -2.274  3.612  0.00
H  -1.580  -2.647  4.123  0.45
H  -1.077  -4.877  4.863  0.27
H  0.268  -5.071  6.085  0.24
H  0.635  -4.641  4.386  0.31
C  -3.686  0.346  -2.628  -0.40
O  -2.702  1.308  -2.394  -0.46
C  -1.381  1.024  -2.768  0.64
C  -0.571  2.341  -2.805  -1.36
N  0.113  2.625  -1.521  1.52
C  0.915  3.817  -1.611  -0.97
C  0.063  5.131  -1.734  -0.46
O  1.028  6.203  -2.041  -0.39
C  0.544  7.510  -1.819  -0.75
H  -3.663  -0.494  -1.933  -0.21
H  -3.602  0.024  -3.666  0.45
H  -4.698  0.752  -2.614  0.29
H  -1.403  0.648  -3.791  0.82
H  -0.984  0.212  -2.159  -0.86
H  -1.262  3.117  -3.134  0.27
H  0.165  2.293  -3.607  0.40
H  0.677  1.855  -1.190  0.08
H  1.595  3.737  -2.459  0.54
H  1.544  3.848  -0.721  0.29
H  -0.496  5.252  -0.806  0.21
H  -0.660  5.085  -2.548  0.37
H  1.094  8.254  -2.394  0.28
H  0.671  7.680  -0.750  0.25
H  -0.463  7.625  -2.219  0.31
C  -5.348  -1.029  0.869  -1.00
O  -4.080  -0.673  0.380  0.12
C  -3.219  -0.351  1.458  -0.16
C  -3.069  1.157  1.807  -0.43
N  -2.485  1.852  0.597  0.20
C  -2.666  3.305  0.754  -1.01
C  -1.757  3.936  1.761  -0.67
O  -0.463  3.611  1.375  0.41
C  0.606  3.827  2.271  -1.07
H  -6.053  -1.177  0.051  0.26
H  -5.775  -0.306  1.564  0.30
H  -5.235  -2.038  1.266  0.34
H  -2.231  -0.712  1.170  -0.65
H  -3.430  -0.817  2.421  0.70
H  -2.423  1.327  2.668  0.15
H  -4.075  1.487  2.066  0.46
H  -2.947  1.526  -0.240  -0.22
H  -3.703  3.523  1.012  0.67
H  -2.512  3.757  -0.226  0.27
H  -2.009  3.449  2.703  0.40
H  -1.833  5.013  1.906  0.44
H  1.426  3.144  2.048  0.09
H  0.347  3.525  3.286  0.36
H  0.885  4.880  2.307  0.41
C  4.440  1.419  -5.102  -0.78
O  4.349  0.506  -4.040  -0.39
C  3.182  0.474  -3.262  -0.97
C  3.208  -0.644  -2.188  0.72
N  4.222  -0.274  -1.171  -0.17
C  4.540  -1.483  -0.341  -0.71
C  5.194  -2.731  -1.051  -0.80
O  6.328  -2.329  -1.872  -0.30
C  6.866  -3.394  -2.656  -0.77
H  4.828  2.350  -4.689  0.30
H  3.444  1.582  -5.512  0.32
H  5.111  1.032  -5.869  0.24
H  2.345  0.196  -3.902  0.45
H  2.899  1.463  -2.902  0.23
H  3.505  -1.587  -2.647  0.53
H  2.201  -0.765  -1.789  -0.51
H  5.042  -0.228  -1.759  0.34
H  3.698  -1.683  0.322  0.32
H  5.335  -1.196  0.347  0.42
H  4.431  -3.279  -1.605  0.43
H  5.466  -3.374  -0.213  0.47
H  6.061  -3.957  -3.129  0.32
H  7.544  -4.038  -2.096  0.30
H  7.534  -3.015  -3.429  0.26
C  -2.696  -5.440  -5.811  -0.83
O  -2.617  -4.822  -4.548  -0.27
C  -3.880  -4.551  -3.921  -0.78
C  -3.684  -3.733  -2.593  -0.23
N  -2.903  -4.468  -1.525  -0.49
C  -2.845  -3.636  -0.301  0.43
C  -1.562  -4.007  0.471  -0.46
O  -0.409  -3.552  -0.204  -0.53
C  -0.204  -2.150  -0.362  0.78
H  -3.165  -4.760  -6.523  0.33
H  -3.174  -6.410  -5.941  0.31
H  -1.694  -5.559  -6.221  0.26
H  -4.498  -5.425  -3.714  0.36
H  -4.436  -3.939  -4.631  0.38
H  -4.662  -3.403  -2.240  0.43
H  -3.214  -2.779  -2.832  0.06
H  -1.978  -4.343  -1.910  0.36
H  -3.677  -3.868  0.365  0.42
H  -2.815  -2.554  -0.427  -0.47
H  -1.497  -5.065  0.725  0.41
H  -1.540  -3.472  1.421  -0.02
H  -0.745  -1.716  -1.203  -0.02
H  0.855  -1.954  -0.530  0.07
H  -0.529  -1.663  0.557  -0.69

---

Density functional theory data (ωB97M-V with the def2-TZVPD basis set) for a molecular structure, C10H13CuF6NO4S2 in a non-equilibrium geometry.

* 2S+1: 2
* energy relative to the best compared isomer or geometry (same formula, charge and spin): 89.2 kcal/mol
* HOMO-LUMO gap (alpha / beta): 7.59 / 6.16 eV

Last column: Mulliken spin population.
Element x y z (Å)
C  0.610  -1.429  -2.628  0.00
C  0.328  1.676  -1.467  0.00
C  -0.680  -1.336  -2.934  0.01
H  0.926  -2.297  -2.082  -0.01
C  -0.946  1.438  -1.086  0.00
H  0.790  2.553  -0.990  0.00
H  -1.216  -2.188  -3.367  0.00
H  -1.347  1.967  -0.216  0.00
C  -1.621  -0.155  -3.002  0.00
H  -2.577  -0.521  -3.423  0.00
H  -1.308  0.590  -3.751  0.00
C  1.652  -0.344  -2.457  -0.02
H  2.623  -0.377  -3.085  0.00
H  1.879  -0.399  -1.380  -0.07
C  1.090  1.118  -2.639  0.00
H  0.488  1.147  -3.568  0.00
H  1.958  1.805  -2.773  0.00
C  -1.992  0.538  -1.667  0.00
H  -2.909  1.154  -1.848  0.00
H  -2.235  -0.269  -0.939  0.00
Cu  1.251  -2.171  1.618  0.92
H  1.599  -1.376  0.597  0.13
F  -2.816  -2.116  3.673  0.00
C  -1.645  -1.446  3.787  0.01
F  -1.863  -0.288  4.436  0.00
F  -0.779  -2.196  4.509  0.00
S  -0.976  -1.175  2.088  -0.07
O  -0.817  -2.559  1.576  0.00
O  -1.791  -0.228  1.343  0.03
N  0.504  -0.573  2.456  0.08
S  1.021  0.918  1.905  0.01
O  1.922  0.791  0.796  -0.02
O  -0.074  1.853  1.860  0.00
C  2.044  1.382  3.394  0.00
F  1.265  1.526  4.481  0.00
F  2.974  0.436  3.640  0.00
F  2.668  2.551  3.143  0.00

---

Density functional theory data (ωB97M-V with the def2-TZVPD basis set) for 9 unconnected molecules or ions with the total composition C46H115N9O9 in a non-equilibrium geometry.

* 2S+1: 1
* energy relative to the best compared isomer or geometry (same formula, charge and spin): 20.8 kcal/mol
* SMILES: CC1(C)CCCC(C)(C)N1O.CC1(C)CCCC(C)(C)N1O.COC[C@H](C)N.COC[C@H](C)N.COC[C@H](C)N.COC[C@H](C)N.COC[C@H](C)N.COC[C@H](C)N.COC[C@H](C)N
* HOMO-LUMO gap: 8.67 eV

Last column: Mulliken charge in e.
Element x y z (Å)
C  -15.604  8.864  18.871  -2.02
C  -14.655  9.355  19.999  1.64
C  -14.546  10.920  19.832  -1.15
C  -15.184  9.009  21.351  -1.23
C  -15.281  7.511  21.614  -0.71
C  -13.867  6.921  21.454  -1.37
C  -13.121  7.285  20.134  1.45
C  -11.615  7.115  20.324  -1.96
C  -13.515  6.340  19.010  -1.77
N  -13.315  8.739  19.872  0.90
O  -12.695  9.080  18.623  -0.41
H  -16.403  9.547  18.679  0.67
H  -15.151  8.720  17.872  0.16
H  -15.984  7.869  19.065  0.21
H  -15.542  11.275  19.493  0.51
H  -14.309  11.493  20.750  0.55
H  -13.802  11.139  19.069  -0.66
H  -14.489  9.514  22.030  0.47
H  -16.177  9.453  21.346  0.32
H  -15.686  7.321  22.609  0.43
H  -16.039  7.125  20.935  0.38
H  -13.841  5.841  21.502  0.40
H  -13.195  7.173  22.271  0.46
H  -11.364  6.089  20.503  0.51
H  -11.208  7.789  21.105  0.21
H  -11.159  7.354  19.376  0.42
H  -14.575  6.104  18.989  0.36
H  -13.050  5.414  19.215  0.64
H  -13.099  6.700  18.017  0.15
H  -12.147  9.863  18.906  0.50
C  -12.111  19.876  18.984  -1.61
C  -13.401  20.069  19.710  1.87
C  -13.121  20.480  21.166  -1.95
C  -14.054  21.276  18.990  -1.44
C  -14.738  20.850  17.718  -0.69
C  -15.692  19.709  17.954  -1.26
C  -15.098  18.457  18.585  2.10
C  -16.222  17.517  19.034  -1.61
C  -14.216  17.848  17.495  -0.62
N  -14.368  18.878  19.772  0.14
O  -13.675  17.806  20.407  -0.42
H  -12.209  19.875  17.895  0.23
H  -11.454  20.694  19.335  0.55
H  -11.631  18.916  19.223  -0.02
H  -12.526  19.652  21.580  0.46
H  -12.619  21.451  21.197  0.39
H  -14.113  20.638  21.640  0.44
H  -14.836  21.673  19.634  0.42
H  -13.327  22.078  18.832  0.44
H  -15.244  21.700  17.276  0.48
H  -14.002  20.637  16.940  0.34
H  -16.107  19.428  16.992  0.15
H  -16.525  20.131  18.527  0.44
H  -16.785  17.209  18.105  0.19
H  -17.021  18.087  19.567  0.39
H  -16.010  16.604  19.572  0.32
H  -13.498  18.576  17.103  0.11
H  -14.761  17.417  16.633  -0.42
H  -13.613  17.021  17.908  0.25
H  -13.983  17.920  21.288  0.36
C  -7.730  13.304  13.606  -0.88
O  -8.572  12.759  14.607  -0.01
C  -8.229  11.436  15.054  0.00
C  -8.217  10.374  14.005  0.34
C  -9.604  10.020  13.535  -1.19
N  -7.598  9.163  14.587  -0.70
H  -6.673  13.319  13.853  0.35
H  -8.061  14.341  13.425  0.11
H  -7.881  12.854  12.626  0.37
H  -7.221  11.435  15.545  -0.08
H  -9.013  11.253  15.780  -0.11
H  -7.533  10.669  13.204  0.41
H  -9.607  9.190  12.806  0.37
H  -10.155  10.844  13.101  0.27
H  -10.176  9.659  14.407  0.20
H  -6.588  9.236  14.734  0.25
H  -8.047  8.782  15.429  0.23
C  -18.565  10.410  16.542  -0.79
O  -18.072  11.717  16.256  -0.45
C  -17.151  12.204  17.190  0.31
C  -16.706  13.626  16.765  1.02
C  -15.872  14.197  17.953  -0.30
N  -17.841  14.453  16.431  -0.37
H  -19.139  10.142  15.655  0.32
H  -19.150  10.416  17.472  0.33
H  -17.781  9.674  16.683  0.26
H  -17.632  12.237  18.199  0.43
H  -16.282  11.548  17.321  -0.83
H  -16.044  13.706  15.932  -0.25
H  -16.462  14.333  18.872  0.75
H  -15.474  15.137  17.637  -0.24
H  -15.084  13.514  18.250  -0.58
H  -18.283  14.882  17.235  0.29
H  -18.488  13.857  15.918  0.32
C  -15.231  14.146  12.228  -0.77
O  -15.599  15.444  12.674  -0.30
C  -17.010  15.550  12.969  -0.14
C  -17.278  16.992  13.332  0.22
C  -16.459  17.427  14.583  -0.72
N  -18.688  17.236  13.536  -0.72
H  -15.530  13.336  12.913  0.24
H  -14.183  14.066  12.088  0.27
H  -15.692  13.979  11.207  0.34
H  -17.638  15.244  12.058  0.34
H  -17.328  14.858  13.768  -0.06
H  -16.884  17.605  12.532  0.32
H  -15.437  17.064  14.603  0.20
H  -16.973  17.013  15.468  0.08
H  -16.397  18.540  14.711  0.13
H  -19.060  16.734  14.331  0.24
H  -19.209  16.951  12.722  0.29
C  -3.010  12.526  17.397  -0.66
O  -4.033  13.264  18.008  -0.37
C  -4.974  13.815  17.081  -0.35
C  -6.188  14.447  17.717  0.35
C  -6.898  13.556  18.707  -0.74
N  -7.111  14.921  16.679  -0.11
H  -3.477  11.746  16.774  0.26
H  -2.443  12.127  18.203  0.26
H  -2.439  13.168  16.693  0.27
H  -4.455  14.529  16.418  0.42
H  -5.378  12.980  16.469  -0.14
H  -5.851  15.352  18.230  0.41
H  -6.305  13.384  19.650  0.43
H  -7.074  12.577  18.210  0.18
H  -7.901  13.942  18.908  -0.09
H  -7.604  14.118  16.307  -0.15
H  -7.884  15.487  16.983  0.21
C  -9.790  16.849  18.591  0.04
O  -9.452  16.896  17.152  0.03
C  -9.684  18.119  16.509  -0.30
C  -8.942  18.195  15.172  -0.37
C  -9.507  17.159  14.212  -0.62
N  -7.528  18.015  15.283  -0.63
H  -10.906  17.019  18.673  -0.26
H  -9.158  17.635  19.005  0.53
H  -9.520  15.879  18.983  -0.40
H  -10.752  18.316  16.347  -0.11
H  -9.361  18.919  17.196  0.53
H  -9.150  19.219  14.831  0.46
H  -8.980  17.144  13.244  0.42
H  -10.628  17.253  14.103  0.26
H  -9.303  16.243  14.748  -0.33
H  -7.224  17.121  15.698  0.23
H  -7.108  18.823  15.726  0.30
C  -10.682  11.157  23.787  -0.71
O  -10.275  11.838  22.625  -0.38
C  -11.112  11.421  21.504  0.03
C  -10.575  12.107  20.209  0.42
C  -10.675  13.590  20.275  -1.08
N  -11.352  11.580  19.082  0.17
H  -9.970  11.457  24.582  0.27
H  -10.666  10.089  23.651  0.29
H  -11.726  11.411  24.089  0.28
H  -11.227  10.284  21.419  -0.20
H  -12.141  11.759  21.803  0.16
H  -9.550  11.788  20.162  0.47
H  -11.661  13.904  20.626  0.60
H  -10.569  13.999  19.278  -0.32
H  -9.956  14.033  20.944  0.50
H  -12.179  12.148  18.860  -0.50
H  -10.781  11.705  18.234  -0.13
C  -14.289  10.931  15.469  -1.01
O  -13.937  12.234  15.863  0.59
C  -12.523  12.558  15.752  -1.20
C  -12.190  13.894  16.361  1.27
C  -12.736  15.007  15.457  -0.55
N  -10.710  14.064  16.498  0.78
H  -13.491  10.449  14.929  0.50
H  -15.152  10.951  14.814  0.25
H  -14.557  10.363  16.382  -0.03
H  -12.007  11.724  16.253  0.04
H  -12.162  12.600  14.707  0.26
H  -12.621  13.968  17.394  -0.10
H  -12.330  14.890  14.477  0.60
H  -12.496  15.999  15.879  -0.22
H  -13.817  15.007  15.427  -0.40
H  -10.180  13.886  15.655  -0.29
H  -10.500  15.003  16.775  -0.51

---

Density functional theory data (ωB97M-V with the def2-TZVPD basis set) for 3 unconnected molecules or ions with the total composition C3H12NO2 in a non-equilibrium geometry.

* 2S+1: 1
* energy relative to the best compared isomer or geometry (same formula, charge and spin): 43.2 kcal/mol
* charge: +1
* HOMO-LUMO gap: 10.16 eV

Last column: Mulliken charge in e.
Element x y z (Å)
C  -2.189  0.392  2.168  -1.10
C  -0.791  0.262  1.659  0.58
C  -0.158  -0.918  1.584  -0.86
N  -0.237  1.410  0.909  -0.18
H  -2.341  0.656  3.213  0.29
H  -2.782  1.050  1.528  0.37
H  -2.648  -0.603  2.132  0.32
H  0.919  -1.026  1.677  0.30
H  -0.695  -1.836  1.373  0.27
H  0.681  1.667  1.293  0.42
H  -0.800  2.244  0.735  0.41
H  -0.016  1.113  -0.059  0.21
H  0.673  -0.613  -1.936  0.31
H  -0.179  0.450  -2.540  0.32
O  0.352  0.281  -1.751  -0.69
H  2.751  -2.202  -2.995  0.32
H  2.927  -1.042  -3.906  0.30
O  2.377  -1.329  -3.167  -0.61